(1)
A cluster of 3 separate species, C4H12O3 in total at a distorted geometry, computed with ωB97M-V/def2-TZVPD.

CARTESIAN COORDINATES (ANGSTROEM)
1 C 2.258 -0.598 0.825
2 C 0.932 -0.280 1.525
3 C 1.118 -0.227 3.028
4 C -0.020 -1.390 1.174
5 O -0.947 -1.282 0.402
6 H 3.094 0.006 1.186
7 H 2.201 -0.544 -0.248
8 H 2.599 -1.617 1.036
9 H 0.555 0.637 1.091
10 H 1.444 0.729 3.447
11 H 1.892 -0.913 3.359
12 H 0.191 -0.430 3.574
13 H 0.154 -2.336 1.677
14 O -1.341 2.610 -4.020
15 H -2.191 2.141 -4.096
16 H -0.849 1.890 -3.586
17 O -1.611 0.418 -1.796
18 H -2.480 0.064 -1.577
19 H -1.092 0.069 -1.051

The HOMO-LUMO gap is 11.210 eV. Its SMILES is CC(C)C=O.O.O. The calculation puts the relative energy (zero: lowest compared OMol25 entry of this formula, charge and spin) at 35.2 kJ/mol. Its multiplicity is 1. The lowest unoccupied orbital energy is 0.752 eV. Its charge is 0. For the highest occupied orbital energy, the calculation gives -10.46 eV. The calculation puts the largest force on an atom at 1.173 eV/A.


(2)
A cluster of 2 separate species, C4H12O3 in total at a distorted geometry, computed with ωB97M-V/def2-TZVPD.

CARTESIAN COORDINATES (ANGSTROEM)
1 C 1.285 1.472 0.034
2 C 0.713 0.011 -0.018
3 O 1.053 -0.583 -1.382
4 C -0.618 -0.203 0.452
5 C -0.812 -1.036 1.722
6 O -2.273 -1.056 2.257
7 H 2.378 1.413 -0.218
8 H 1.376 1.996 0.965
9 H 0.946 2.171 -0.640
10 H 1.493 -0.684 0.674
11 H 1.338 0.109 -1.943
12 H -1.180 0.707 0.859
13 H -1.248 -0.616 -0.256
14 H -0.254 -2.034 1.860
15 H -0.239 -0.563 2.648
16 H -2.070 -1.356 3.105
17 O -0.852 0.465 -3.396
18 H -0.568 -0.138 -2.649
19 H -0.468 -0.073 -4.075

The HOMO-LUMO gap is 11.146 eV. Its SMILES is C[C@H](O)CCO.O. The calculation puts the relative energy (zero: lowest compared OMol25 entry of this formula, charge and spin) at 256.2 kJ/mol. Its multiplicity is 1. The lowest unoccupied orbital energy is 0.779 eV. Its charge is 0. For the highest occupied orbital energy, the calculation gives -10.37 eV. The calculation puts the largest force on an atom at 6.504 eV/A.


(3)
A cluster of 2 separate species, C4H12O3 in total at a distorted geometry, computed with ωB97M-V/def2-TZVPD.

CARTESIAN COORDINATES (ANGSTROEM)
1 O 3.073 0.430 -0.010
2 C 2.043 -0.555 -0.198
3 C 1.209 -0.186 -1.439
4 C -0.238 0.352 -1.282
5 C -1.320 -0.636 -0.899
6 O -1.069 -1.082 0.455
7 H 2.916 1.158 0.576
8 H 1.499 -0.717 0.727
9 H 2.621 -1.445 -0.453
10 H 1.064 -1.047 -2.100
11 H 1.798 0.607 -1.885
12 H -0.323 1.193 -0.599
13 H -0.449 0.603 -2.328
14 H -2.250 -0.053 -0.840
15 H -1.600 -1.478 -1.532
16 H -1.413 -1.964 0.573
17 O -2.964 1.603 2.761
18 H -2.103 1.161 2.774
19 H -3.664 0.947 2.698

The HOMO-LUMO gap is 10.668 eV. Its SMILES is OCCCCO.O. The calculation puts the relative energy (zero: lowest compared OMol25 entry of this formula, charge and spin) at 112.2 kJ/mol. Its multiplicity is 1. The lowest unoccupied orbital energy is 0.587 eV. Its charge is 0. For the highest occupied orbital energy, the calculation gives -10.08 eV. The calculation puts the largest force on an atom at 1.903 eV/A.


(4)
A cluster of 2 separate species, C4H12O3 in total at a distorted geometry, computed with ωB97M-V/def2-TZVPD.

CARTESIAN COORDINATES (ANGSTROEM)
1 O -0.457 1.523 0.706
2 C -1.170 0.288 0.443
3 C -0.063 -0.717 0.180
4 C -0.431 -2.213 0.442
5 C 0.321 -2.798 1.709
6 O 1.761 -2.550 1.657
7 H -0.944 2.013 1.342
8 H -1.761 -0.173 1.250
9 H -1.831 0.755 -0.413
10 H 0.714 -0.499 0.849
11 H 0.341 -0.537 -0.806
12 H -0.495 -2.769 -0.503
13 H -1.520 -2.198 0.781
14 H 0.062 -3.899 1.656
15 H -0.197 -2.395 2.701
16 H 1.993 -3.287 0.993
17 O 0.173 5.269 -4.342
18 H 0.579 6.032 -3.966
19 H -0.706 5.658 -4.690

The HOMO-LUMO gap is 10.878 eV. Its SMILES is OCCCCO.O. The calculation puts the relative energy (zero: lowest compared OMol25 entry of this formula, charge and spin) at 209.4 kJ/mol. Its multiplicity is 1. The lowest unoccupied orbital energy is 0.924 eV. Its charge is 0. For the highest occupied orbital energy, the calculation gives -9.95 eV. The calculation puts the largest force on an atom at 3.173 eV/A.


(5)
A cluster of 3 separate species, C4H12O3 in total at a distorted geometry, computed with ωB97M-V/def2-TZVPD.

CARTESIAN COORDINATES (ANGSTROEM)
1 C 1.897 1.425 0.269
2 C -1.496 -0.438 0.404
3 O -2.608 0.282 -0.173
4 C -0.381 0.505 0.616
5 C 0.914 0.362 0.103
6 H 1.445 2.421 0.268
7 H 2.273 1.341 1.308
8 H 2.736 1.400 -0.421
9 H -1.833 -0.896 1.343
10 H -1.314 -1.218 -0.320
11 H -2.641 1.198 0.132
12 H -0.702 1.371 1.192
13 H 1.181 -0.414 -0.608
14 H 0.773 -2.321 2.294
15 H 0.189 -2.418 0.901
16 O 0.973 -2.112 1.370
17 H -0.228 0.108 -2.221
18 H -1.026 -0.244 -3.393
19 O -0.153 -0.352 -3.064

The HOMO-LUMO gap (spin up / spin down) is 10.053 / 6.525 eV. The calculation puts the relative energy (zero: lowest compared OMol25 entry of this formula, charge and spin) at 147.2 kJ/mol. Its multiplicity is 2. The lowest unoccupied orbital energy (spin up / spin down) is -5.116 / -8.639 eV. Its charge is +1. For the highest occupied orbital energy (spin up / spin down), the calculation gives -15.17 / -15.16 eV. The calculation puts the largest force on an atom at 1.601 eV/A.


(6)
A structure of composition C4H12O4 at a distorted geometry, computed with ωB97M-V/def2-TZVPD.

CARTESIAN COORDINATES (ANGSTROEM)
1 C -0.286 0.358 -0.937
2 C -0.838 0.934 0.325
3 C -2.324 0.525 0.436
4 O -2.979 0.938 1.484
5 C 1.199 0.574 -0.883
6 O 1.931 -0.398 -1.561
7 H -0.685 0.629 -1.933
8 H -0.491 -0.651 -0.840
9 H -0.432 0.576 1.226
10 H -0.763 1.925 0.488
11 H -2.991 0.720 -0.495
12 H -2.166 -0.572 0.586
13 H 1.527 1.577 -1.175
14 H 1.569 0.451 0.222
15 H -0.703 -2.181 2.321
16 H -1.810 -0.820 2.547
17 O -1.533 -1.853 2.791
18 H 3.136 -0.378 -1.489
19 H 4.282 -1.602 -1.643
20 O 4.356 -0.752 -1.470

The HOMO-LUMO gap is 6.322 eV. The calculation puts the relative energy (zero: lowest compared OMol25 entry of this formula, charge and spin) at 221.5 kJ/mol. Its multiplicity is 1. The lowest unoccupied orbital energy is 6.458 eV. Its charge is -2. For the highest occupied orbital energy, the calculation gives 0.14 eV. The calculation puts the largest force on an atom at 6.861 eV/A.


(7)
A cluster of 3 separate species, C4H12O4 in total at a distorted geometry, computed with ωB97M-V/def2-TZVPD.

CARTESIAN COORDINATES (ANGSTROEM)
1 O 2.520 2.176 -1.399
2 C 1.468 2.024 -1.962
3 C 0.389 1.096 -1.500
4 C 0.962 -0.107 -0.761
5 C -0.102 -1.105 -0.324
6 O 0.251 -1.856 0.809
7 H 1.286 2.617 -2.873
8 H -0.211 0.746 -2.327
9 H -0.304 1.672 -0.882
10 H 1.679 -0.538 -1.455
11 H 1.544 0.169 0.121
12 H -0.978 -0.500 -0.059
13 H -0.464 -1.719 -1.116
14 H 0.727 -2.665 0.599
15 O -4.241 -0.333 1.234
16 H -4.000 0.483 0.780
17 H -3.630 -0.978 0.857
18 O 0.981 -0.367 3.818
19 H 0.360 -0.671 3.144
20 H 1.761 -0.143 3.296

The HOMO-LUMO gap is 10.558 eV. Its SMILES is O=CCCCO.O.O. The calculation puts the relative energy (zero: lowest compared OMol25 entry of this formula, charge and spin) at 132.2 kJ/mol. Its multiplicity is 1. The lowest unoccupied orbital energy is 0.343 eV. Its charge is 0. For the highest occupied orbital energy, the calculation gives -10.21 eV. The calculation puts the largest force on an atom at 1.229 eV/A.


(8)
A cluster of 4 separate species, C4H12O5 in total at a distorted geometry, computed with ωB97M-V/def2-TZVPD.

CARTESIAN COORDINATES (ANGSTROEM)
1 O -0.461 2.590 -1.431
2 C 0.137 1.711 -0.880
3 C 1.315 1.001 -1.523
4 C 1.507 -0.315 -0.745
5 C 0.244 -1.144 -0.864
6 O 0.202 -2.274 -1.316
7 H -0.223 1.379 0.032
8 H 1.016 0.854 -2.556
9 H 2.243 1.603 -1.547
10 H 1.610 -0.106 0.367
11 H 2.444 -0.762 -1.059
12 H -0.669 -0.793 -0.305
13 H 0.033 -3.509 1.024
14 H -1.183 -2.888 0.531
15 O -0.743 -3.180 1.356
16 H -0.308 -1.584 2.149
17 H -0.043 -0.130 2.679
18 O -0.068 -0.666 1.978
19 H -2.918 2.251 0.492
20 H -1.750 3.214 0.580
21 O -2.385 2.747 1.038

The HOMO-LUMO gap (spin up / spin down) is 7.960 / 4.276 eV. Its multiplicity is 2. The lowest unoccupied orbital energy (spin up / spin down) is -6.397 / -10.060 eV. Its charge is +1. For the highest occupied orbital energy (spin up / spin down), the calculation gives -14.36 / -14.34 eV. The calculation puts the largest force on an atom at 5.888 eV/A.


| no. | E_tot (hartree) |
| --- | --- |
| 1 | -385.3084 |
| 2 | -385.2242 |
| 3 | -385.2790 |
| 4 | -385.2420 |
| 5 | -384.9395 |
| 6 | -460.4131 |
| 7 | -460.5323 |
| 8 | -535.3821 |